Record 1
Below is a 3-piece molecular cluster, C3H12NO3 overall, with properties calculated with ωB97M-V with the def2-TZVPD basis set.

The geometry in XYZ format:
```
19
C3H12NO3 | the OMol25 dataset | ωB97M-V with the def2-TZVPD basis set
O -1.303 1.203 1.055
O -0.400 3.766 0.633
O -0.197 -0.839 1.795
N -0.293 -0.540 -1.145
C -0.020 -1.822 -0.470
C 0.484 -1.741 0.979
C 0.854 0.168 -1.667
H -0.902 2.922 0.728
H 0.728 -2.299 -1.116
H 1.565 -1.530 0.887
H -0.710 -0.055 1.256
H 1.368 -0.487 -2.385
H 0.356 -2.730 1.451
H 0.522 1.049 -2.210
H -2.203 0.895 0.896
H 1.634 0.504 -0.965
H -0.747 0.101 -0.513
H -0.983 -2.335 -0.549
H 0.245 3.769 1.341
```

Calculated values
**Spin multiplicity**: 1
**Net charge**: -1
**Gap between HOMO and LUMO**: 8.42 eV
**Calculated total energy**: -401.98708 a.u.
**Maximum force**: 0.028 hartree/bohr

***

Record 2
Below is C3H12NO3 as an isolated structure, with properties calculated with ωB97M-V with the def2-TZVPD basis set.

The geometry in XYZ format:
```
19
C3H12NO3 | the OMol25 dataset | ωB97M-V with the def2-TZVPD basis set
O 1.187 -0.442 -2.278
O -1.206 0.286 -2.400
O 2.063 -0.287 0.014
N -0.498 -0.704 1.486
C 1.601 0.714 0.699
C -1.871 -0.784 1.060
C 0.125 0.592 1.053
H -1.007 1.131 -2.227
H 1.669 -0.217 -1.170
H 1.678 1.718 0.056
H -2.087 -1.865 1.192
H 1.053 -1.302 -2.046
H -0.520 1.242 0.279
H 0.115 1.335 2.056
H 2.095 0.941 1.579
H -1.845 -0.662 -0.057
H 0.173 -1.402 1.559
H -0.237 0.027 -2.579
H -2.489 -0.318 1.721
```

Calculated values
**Spin multiplicity**: 1
**Net charge**: -1
**Gap between HOMO and LUMO**: 8.31 eV
**Calculated total energy**: -401.90721 a.u.
**Maximum force**: 0.119 hartree/bohr

***

Record 3
Below is a 4-piece molecular cluster, C3H12NO3 overall, with properties calculated with ωB97M-V with the def2-TZVPD basis set.

The geometry in XYZ format:
```
19
C3H12NO3 | the OMol25 dataset | ωB97M-V with the def2-TZVPD basis set
O 2.531 -0.158 0.925
O 0.017 2.078 -1.497
O -0.587 -1.389 -2.718
N -0.027 -0.058 0.770
C -1.786 0.345 2.319
C 0.168 -0.682 -0.318
C -0.965 -0.535 1.764
H -2.470 0.066 3.117
H -0.277 -2.181 -3.158
H -1.132 -1.594 1.802
H 3.224 0.217 0.373
H -1.135 -0.920 -3.372
H -0.189 -1.633 -0.633
H 0.512 2.568 -2.170
H -0.673 2.610 -1.111
H 0.350 0.865 0.935
H 0.886 -0.219 -0.975
H 2.758 0.194 1.793
H -1.744 1.378 2.008
```

Calculated values
**Spin multiplicity**: 1
**Net charge**: +1
**Gap between HOMO and LUMO**: 10.30 eV
**Calculated total energy**: -401.68262 a.u.
**Maximum force**: 0.053 hartree/bohr

***

Record 4
Below is a 3-piece molecular cluster, C3H12NO3S overall, with properties calculated with ωB97M-V with the def2-TZVPD basis set.

The geometry in XYZ format:
```
20
C3H12NO3S | the OMol25 dataset | ωB97M-V with the def2-TZVPD basis set
S -0.424 1.842 -1.451
O -1.113 -1.037 -2.425
O -1.615 0.774 1.033
O 0.889 -0.080 2.473
N -0.223 -1.317 0.098
C 0.899 0.907 -0.550
C 0.030 -0.678 -2.339
C 0.766 -0.587 -0.872
H 0.742 -0.478 -3.092
H -1.605 1.661 -1.118
H 0.482 -0.356 3.263
H 1.845 -0.226 2.394
H -1.166 -1.092 -0.257
H 0.861 0.997 0.532
H 1.843 -1.185 -0.833
H 1.717 1.350 -1.206
H 0.012 -0.729 1.126
H 0.032 -2.316 0.252
H -1.331 1.678 1.427
H -2.642 0.873 1.543
```

Calculated values
**Spin multiplicity**: 1
**Net charge**: +1
**Gap between HOMO and LUMO**: 9.48 eV
**Calculated total energy**: -799.81977 a.u.
**Maximum force**: 0.135 hartree/bohr

***

Record 5
Below is a 2-piece molecular cluster, C3H12NO3Si overall, with properties calculated with ωB97M-V with the def2-TZVPD basis set.

The geometry in XYZ format:
```
20
C3H12NO3Si | the OMol25 dataset | ωB97M-V with the def2-TZVPD basis set
Si 1.282 -0.436 -0.079
O 1.557 -2.039 -0.260
O 1.346 0.116 1.361
O 1.715 0.407 -1.306
N -3.371 -0.764 -0.297
C -2.024 -0.593 -1.058
C 1.341 -0.051 2.788
C 1.724 1.855 -1.418
H 0.973 2.144 -2.271
H -3.483 -1.764 -0.186
H 1.604 -2.409 -1.211
H -1.562 0.373 -0.815
H -4.026 -0.140 -0.823
H 2.720 2.191 -1.935
H 1.125 0.944 3.309
H -2.133 -0.720 -2.086
H 0.507 -0.716 3.118
H 2.453 -0.292 3.091
H 1.362 2.213 -0.433
H -3.111 -0.318 0.512
```

Calculated values
**Spin multiplicity**: 1
**Net charge**: +1
**Gap between HOMO and LUMO**: 7.11 eV
**Calculated total energy**: -691.17258 a.u.
**Maximum force**: 0.082 hartree/bohr

***

Record 6
Below is a 3-piece molecular cluster, C3H12NO4 overall, with properties calculated with ωB97M-V with the def2-TZVPD basis set.

The geometry in XYZ format:
```
20
C3H12NO4 | the OMol25 dataset | ωB97M-V with the def2-TZVPD basis set
O 1.661 -1.977 -0.889
O 2.044 0.154 -1.492
O 1.080 -0.591 2.365
O -2.919 -1.373 -0.295
N 0.127 0.963 0.280
C -0.242 2.146 -0.565
C 0.003 -0.347 -0.417
C 1.361 -0.698 -0.992
H -3.710 -1.910 -0.453
H 0.497 2.207 -1.366
H -0.595 -0.180 -1.312
H -1.264 2.032 -0.902
H -0.472 -1.135 0.142
H -3.278 -0.479 -0.226
H 1.911 -0.376 2.809
H 0.730 -1.352 2.850
H 2.504 -2.177 -1.333
H 1.088 1.097 0.589
H -0.106 3.031 0.065
H -0.418 0.966 1.142
```

Calculated values
**Spin multiplicity**: 1
**Net charge**: +1
**Gap between HOMO and LUMO**: 11.74 eV
**Calculated total energy**: -476.99787 a.u.
**Maximum force**: 0.021 hartree/bohr

***

Record 7
Below is C3H12NO4 as an isolated structure, with properties calculated with ωB97M-V with the def2-TZVPD basis set.

The geometry in XYZ format:
```
20
C3H12NO4 | the OMol25 dataset | ωB97M-V with the def2-TZVPD basis set
O -1.558 0.333 2.375
O 2.773 -0.049 -1.022
O -3.945 -0.177 -4.562
O 0.718 1.200 -1.214
N 0.914 -0.106 2.154
C 1.110 1.020 1.213
C 0.274 0.892 0.033
C 0.742 -1.398 1.449
H 0.120 0.230 2.701
H -4.388 -0.618 -5.284
H 1.516 -1.378 0.583
H 3.437 0.017 -1.712
H 0.045 1.727 0.919
H 1.785 0.766 -1.275
H -0.516 0.134 0.120
H 1.034 -2.199 2.133
H -0.299 -1.611 1.107
H -3.714 -0.932 -3.943
H 2.039 1.485 1.149
H -2.088 0.663 3.077
```

Calculated values
**<S²>**: 1.76
**Spin multiplicity**: 2
**Net charge**: +2
**Gap between HOMO and LUMO (spin up / spin down)**: 1.80 / 3.71 eV
**Calculated total energy**: -476.10395 a.u.
**Maximum force**: 0.117 hartree/bohr

***

Record 8
Below is a 4-piece molecular cluster, C3H12NO5S2 overall, with properties calculated with ωB97M-V with the def2-TZVPD basis set.

The geometry in XYZ format:
```
23
C3H12NO5S2 | the OMol25 dataset | ωB97M-V with the def2-TZVPD basis set
S -1.501 -2.577 -2.107
S -2.162 -0.666 -2.415
O -2.088 -2.692 1.636
O 0.777 2.415 -0.774
O 0.514 4.070 1.385
O 1.030 1.227 1.085
O 2.512 -1.082 1.714
N -0.385 -0.889 -0.040
C 0.578 1.381 -0.073
C 0.191 0.201 -0.937
C -0.679 0.489 -2.150
H 0.394 -1.343 0.412
H 3.154 -0.956 2.407
H -1.146 -2.528 1.642
H 1.251 -0.262 -1.156
H 0.813 3.187 1.721
H -1.243 -2.818 -0.795
H -2.557 -2.157 0.994
H -1.124 1.474 -2.088
H -0.839 -0.413 0.723
H -0.143 0.502 -3.112
H 2.020 -0.283 1.463
H 0.633 3.718 0.464
```

Calculated values
**Spin multiplicity**: 1
**Net charge**: -1
**Gap between HOMO and LUMO**: 8.48 eV
**Calculated total energy**: -1348.91241 a.u.
**Maximum force**: 0.076 hartree/bohr

***

Record 9
Below is a 2-piece molecular cluster, C3H12NS2 overall, with properties calculated with ωB97M-V with the def2-TZVPD basis set.

The geometry in XYZ format:
```
18
C3H12NS2 | the OMol25 dataset | ωB97M-V with the def2-TZVPD basis set
S 0.537 -0.990 0.369
S 0.877 0.290 -1.230
N -2.362 0.671 0.247
C 2.250 -1.400 0.864
C -3.541 -0.102 0.804
C 1.296 1.922 -0.503
H 0.430 2.299 0.037
H -4.478 0.253 0.386
H 1.476 2.471 -1.432
H -1.425 0.302 0.496
H -3.362 -1.157 0.612
H 2.759 -1.732 -0.038
H 2.124 -2.212 1.583
H -2.422 0.578 -0.774
H -3.524 0.087 1.874
H -2.418 1.670 0.455
H 2.764 -0.558 1.322
H 2.211 1.922 0.086
```

Calculated values
**<S²>**: 0.76
**Spin multiplicity**: 2
**Net charge**: +2
**Gap between HOMO and LUMO (spin up / spin down)**: 10.99 / 6.22 eV
**Calculated total energy**: -971.92056 a.u.
**Maximum force**: 0.040 hartree/bohr

***

Record 10
Below is a 3-piece molecular cluster, C3H12O2S overall, with properties calculated with ωB97M-V with the def2-TZVPD basis set.

The geometry in XYZ format:
```
18
C3H12O2S | the OMol25 dataset | ωB97M-V with the def2-TZVPD basis set
S -0.291 -1.096 0.966
O 1.793 -1.692 -1.957
O 1.535 -2.102 3.701
C -0.810 -0.112 -0.521
C -1.563 2.314 -0.823
C -0.434 1.370 -0.401
H 2.448 -2.263 -1.556
H 0.374 1.605 -1.109
H -1.204 3.340 -0.715
H -0.086 1.667 0.586
H -1.868 -0.340 -0.593
H -1.991 2.220 -1.818
H 0.915 -0.836 1.516
H 1.990 -1.413 3.236
H 1.244 -2.264 -2.490
H -2.405 2.184 -0.131
H -0.262 -0.478 -1.386
H 0.615 -2.103 3.493
```

Calculated values
**Spin multiplicity**: 1
**Net charge**: 0
**Gap between HOMO and LUMO**: 9.62 eV
**Calculated total energy**: -670.12698 a.u.
**Maximum force**: 0.045 hartree/bohr

***

Record 11
Below is a 3-piece molecular cluster, C3H12O2S2 overall, with properties calculated with ωB97M-V with the def2-TZVPD basis set.

The geometry in XYZ format:
```
19
C3H12O2S2 | the OMol25 dataset | ωB97M-V with the def2-TZVPD basis set
S 1.118 1.772 1.838
S 0.587 3.458 0.497
O 0.437 1.299 -3.222
O 0.702 -3.525 2.202
C -0.377 0.712 1.433
C -0.635 -1.156 -0.266
C -0.650 0.377 -0.030
H -1.615 0.756 -0.384
H 1.397 1.400 -3.044
H 0.088 0.800 -0.721
H 0.094 -1.612 0.382
H -0.475 -1.387 -1.316
H -0.132 -3.072 2.156
H -1.238 1.334 1.785
H 0.760 2.943 -0.750
H -0.224 -0.137 2.076
H 1.297 -3.332 1.469
H 0.455 1.003 -4.139
H -1.589 -1.633 0.034
```

Calculated values
**<S²>**: 0.75
**Spin multiplicity**: 2
**Net charge**: -1
**Gap between HOMO and LUMO (spin up / spin down)**: 3.10 / 6.46 eV
**Calculated total energy**: -1068.31856 a.u.
**Maximum force**: 0.051 hartree/bohr

***

Record 12
Below is a 3-piece molecular cluster, C3H12O2S2 overall, with properties calculated with ωB97M-V with the def2-TZVPD basis set.

The geometry in XYZ format:
```
19
C3H12O2S2 | the OMol25 dataset | ωB97M-V with the def2-TZVPD basis set
S 1.029 -2.100 1.055
S 0.964 -0.568 2.415
O 0.966 1.808 -1.422
O -1.710 1.483 0.044
C -0.706 -1.339 -1.022
C 1.265 0.958 1.463
C -0.516 -2.319 0.128
H -1.801 1.648 0.988
H 0.222 -1.236 -1.602
H 0.779 0.880 0.500
H -0.814 1.768 -0.175
H 0.863 1.310 -2.240
H 0.886 1.763 2.077
H -1.115 -0.403 -0.648
H -1.435 -1.690 -1.761
H -0.443 -3.361 -0.202
H 2.332 1.039 1.272
H -1.398 -2.327 0.769
H 0.633 2.686 -1.641
```

Calculated values
**Spin multiplicity**: 1
**Net charge**: 0
**Gap between HOMO and LUMO**: 8.93 eV
**Calculated total energy**: -1068.34141 a.u.
**Maximum force**: 0.022 hartree/bohr